198
Properties=species:S:1:pos:R:3 method="wB97M-V/def2-TZVPD" de_lowest_kj_mol=839.43 mol_weight_g_mol=1067.59 smiles=COC[C@H](C)N.COC[C@H](C)N.COC[C@H](C)N.COC[C@H](C)N.COC[C@H](C)N.COC[C@H](C)N.COCCNCCOC.COCCNCCOC.COCCNCCOC.COCCNCCOC homo_ev=-8.51 orbital_gap_ev=8.93 energy_ha=-3504.79419 charge=0 lumo_energy_ev=0.4
C -5.88 0.70 0.49
O -6.03 -0.69 0.27
C -5.50 -1.20 -0.94
C -6.22 -2.50 -1.25
C -6.06 -3.58 -0.19
N -5.79 -3.02 -2.54
H -6.09 0.92 1.53
H -6.68 1.27 0.00
H -4.95 1.13 0.11
H -5.72 -0.53 -1.77
H -4.42 -1.29 -0.76
H -7.27 -2.22 -1.37
H -6.67 -3.44 0.71
H -5.06 -3.68 0.25
H -6.52 -4.56 -0.34
H -4.89 -3.44 -2.31
H -5.44 -2.22 -3.07
C 0.11 -3.81 -4.03
O 1.41 -3.28 -3.95
C 1.82 -2.73 -2.68
C 3.29 -2.32 -2.82
C 4.28 -3.40 -3.30
N 3.84 -1.95 -1.49
H 0.11 -4.69 -3.38
H -0.09 -4.18 -5.03
H -0.76 -3.16 -3.87
H 1.20 -1.81 -2.62
H 1.60 -3.40 -1.85
H 3.38 -1.54 -3.57
H 3.90 -3.83 -4.23
H 4.21 -4.25 -2.62
H 5.28 -2.99 -3.32
H 3.19 -1.21 -1.24
H 4.78 -1.59 -1.52
C 4.85 5.41 0.56
O 3.47 5.23 0.56
C 3.08 4.31 -0.43
C 1.53 4.40 -0.52
C 0.84 3.57 -1.61
N 1.15 5.77 -0.87
H 5.20 6.08 1.35
H 5.23 5.85 -0.37
H 5.45 4.51 0.75
H 3.52 4.54 -1.40
H 3.24 3.25 -0.21
H 1.10 4.32 0.48
H -0.14 3.38 -1.19
H 1.40 2.64 -1.72
H 0.83 3.98 -2.62
H 1.80 6.44 -0.47
H 1.22 5.92 -1.87
C -6.09 2.83 5.26
O -5.48 1.87 4.43
C -4.06 2.02 4.45
C -3.45 0.88 3.61
C -3.91 -0.54 3.95
N -1.99 0.96 3.89
H -5.78 3.83 4.94
H -5.71 2.65 6.27
H -7.17 2.90 5.28
H -3.89 3.03 4.07
H -3.67 2.08 5.47
H -3.68 1.05 2.55
H -4.99 -0.52 3.75
H -3.85 -0.76 5.01
H -3.48 -1.23 3.22
H -1.52 1.60 3.27
H -1.63 0.02 3.76
C 7.03 2.92 2.81
O 7.40 2.41 1.54
C 7.28 1.00 1.36
C 5.79 0.79 0.99
C 5.13 -0.51 1.54
N 5.61 0.64 -0.49
H 6.87 4.00 2.71
H 7.85 2.76 3.51
H 6.03 2.57 3.10
H 8.04 0.82 0.60
H 7.58 0.40 2.22
H 5.11 1.56 1.35
H 5.49 -1.40 1.03
H 4.09 -0.36 1.25
H 5.18 -0.63 2.63
H 6.32 -0.03 -0.77
H 5.79 1.52 -0.96
C -0.57 -0.66 -6.03
O -0.10 -0.78 -7.31
C 0.25 0.46 -7.91
C 0.51 0.21 -9.42
C 0.67 1.55 -10.21
N -0.64 -0.51 -9.97
H -0.71 -1.54 -5.41
H -1.44 0.01 -5.97
H 0.17 -0.16 -5.37
H -0.55 1.21 -7.88
H 1.13 0.81 -7.38
H 1.45 -0.31 -9.59
H -0.34 1.98 -10.24
H 1.00 1.34 -11.22
H 1.25 2.30 -9.68
H -0.94 -1.19 -9.28
H -1.36 0.21 -10.02
C 0.34 3.15 3.04
O 0.21 1.86 2.46
C 1.44 1.16 2.33
C 1.21 -0.16 1.59
N 0.89 0.19 0.20
C 0.58 -1.10 -0.49
C 0.00 -0.89 -1.90
O -1.46 -0.77 -1.88
C -1.92 0.52 -1.47
H 1.20 3.70 2.66
H 0.61 3.07 4.09
H -0.59 3.71 2.95
H 1.80 0.93 3.35
H 2.33 1.72 2.03
H 0.43 -0.82 1.98
H 2.17 -0.67 1.47
H 0.07 0.78 0.10
H -0.09 -1.72 0.12
H 1.50 -1.67 -0.60
H 0.02 -1.81 -2.46
H 0.55 -0.15 -2.49
H -2.99 0.69 -1.61
H -1.59 1.34 -2.12
H -1.71 0.85 -0.45
C -4.65 0.96 -4.56
O -5.53 -0.11 -4.25
C -6.90 0.30 -4.06
C -7.56 0.83 -5.34
N -7.46 -0.20 -6.39
C -7.71 0.37 -7.72
C -8.01 -0.80 -8.65
O -6.81 -1.07 -9.41
C -6.99 -2.04 -10.43
H -4.32 1.36 -3.60
H -5.11 1.71 -5.20
H -3.78 0.55 -5.07
H -7.05 1.12 -3.35
H -7.50 -0.56 -3.74
H -7.11 1.79 -5.57
H -8.64 0.92 -5.17
H -6.53 -0.58 -6.33
H -6.85 0.85 -8.21
H -8.45 1.17 -7.73
H -8.46 -0.28 -9.50
H -8.59 -1.64 -8.29
H -6.00 -2.18 -10.87
H -7.57 -1.60 -11.24
H -7.26 -3.05 -10.11
C 1.76 5.09 6.54
O 1.75 3.71 6.21
C 0.98 2.99 7.11
C 0.84 1.54 6.62
N 2.10 0.86 6.25
C 2.92 0.66 7.45
C 4.30 0.07 7.10
O 4.92 1.14 6.40
C 6.09 0.67 5.77
H 0.76 5.54 6.41
H 2.39 5.75 5.94
H 2.04 5.34 7.56
H -0.03 3.41 7.11
H 1.37 3.03 8.14
H 0.38 1.68 5.64
H 0.13 1.06 7.29
H 2.62 1.54 5.70
H 2.38 -0.08 8.04
H 3.13 1.60 7.97
H 4.14 -0.85 6.54
H 4.91 -0.04 8.00
H 5.99 -0.28 5.25
H 6.96 0.71 6.42
H 6.33 1.30 4.91
C 4.19 -5.42 1.30
O 3.85 -4.71 2.46
C 2.81 -3.78 2.26
C 2.84 -2.79 3.47
N 2.21 -3.46 4.61
C 2.74 -3.10 5.90
C 2.17 -4.08 6.91
O 2.99 -5.26 6.97
C 2.32 -6.34 7.56
H 3.28 -5.86 0.88
H 4.83 -6.26 1.58
H 4.67 -4.84 0.51
H 1.85 -4.26 2.08
H 3.06 -3.20 1.36
H 2.30 -1.87 3.24
H 3.82 -2.42 3.80
H 2.39 -4.40 4.31
H 2.48 -2.06 6.09
H 3.82 -3.27 5.85
H 1.12 -4.27 6.72
H 2.30 -3.70 7.93
H 3.04 -7.10 7.86
H 1.62 -6.82 6.87
H 1.81 -6.13 8.51



192
Properties=species:S:1:pos:R:3 method="wB97M-V/def2-TZVPD" de_lowest_kj_mol=74.93 mol_weight_g_mol=987.53 homo_ev=-9.12 orbital_gap_ev=9.35 energy_ha=-3217.56725 charge=0 lumo_energy_ev=0.2
C 4.52 -0.19 -6.06
O 3.12 -0.07 -5.77
C 2.81 1.30 -5.53
C 1.29 1.41 -5.28
N 0.79 2.78 -5.41
C 1.48 3.68 -4.43
C 0.63 4.96 -4.28
O 0.73 5.90 -5.25
C -0.18 6.97 -5.05
H 4.77 -1.25 -6.04
H 5.14 0.22 -5.26
H 4.87 0.20 -7.01
H 3.12 1.93 -6.36
H 3.40 1.63 -4.67
H 0.88 0.90 -4.41
H 0.77 0.87 -6.08
H 1.04 3.08 -6.34
H 2.45 3.93 -4.85
H 1.50 3.20 -3.45
H 1.00 5.36 -3.33
H -0.37 4.71 -3.94
H -0.35 7.57 -5.94
H 0.08 7.65 -4.24
H -1.23 6.77 -4.85
C 2.38 -3.95 1.64
O 2.19 -2.68 1.18
C 2.62 -1.66 2.10
C 2.08 -0.24 1.76
N 0.71 -0.03 2.19
C -0.31 -0.93 1.67
C -0.39 -0.96 0.13
O -0.59 0.40 -0.34
C -0.87 0.59 -1.66
H 1.78 -4.25 2.50
H 3.39 -4.02 2.05
H 2.18 -4.71 0.87
H 3.70 -1.62 2.23
H 2.19 -1.93 3.07
H 2.19 0.08 0.73
H 2.65 0.50 2.34
H 0.46 0.90 1.89
H -1.30 -0.71 2.08
H -0.13 -1.96 1.97
H -1.19 -1.59 -0.25
H 0.53 -1.38 -0.26
H -1.77 0.06 -1.99
H -0.04 0.18 -2.23
H -0.93 1.66 -1.87
C -5.28 -0.57 -3.46
C -5.12 0.51 -2.39
C -6.14 1.59 -2.49
O -5.48 -0.15 -1.17
H -5.20 -0.24 -4.49
H -6.25 -1.07 -3.41
H -4.52 -1.34 -3.36
H -4.13 0.95 -2.41
H -7.11 1.17 -2.78
H -5.95 2.28 -3.31
H -6.21 2.18 -1.58
H -5.65 0.53 -0.51
C -3.88 -1.10 6.03
C -3.80 0.37 5.66
C -3.61 0.61 4.19
O -5.06 0.89 5.85
H -4.04 -1.35 7.08
H -2.88 -1.50 5.90
H -4.60 -1.70 5.48
H -3.10 0.84 6.35
H -3.60 1.66 3.89
H -4.36 0.08 3.59
H -2.64 0.24 3.87
H -5.04 1.12 6.78
C 5.95 -1.75 0.55
C 7.17 -1.54 -0.44
C 6.77 -0.56 -1.56
O 8.20 -0.97 0.36
H 5.53 -0.80 0.88
H 6.21 -2.25 1.49
H 5.20 -2.37 0.06
H 7.52 -2.50 -0.84
H 7.59 -0.23 -2.20
H 6.30 0.31 -1.11
H 5.99 -1.03 -2.15
H 7.85 -0.26 0.89
C -2.44 -4.24 3.68
C -0.98 -4.78 3.78
C -0.10 -4.22 4.89
O -1.16 -6.14 4.02
H -3.00 -4.83 2.95
H -2.42 -3.19 3.41
H -3.00 -4.47 4.60
H -0.47 -4.73 2.82
H 0.44 -3.34 4.54
H 0.70 -4.91 5.13
H -0.62 -3.94 5.81
H -1.85 -6.26 4.67
C -0.98 -4.61 -0.59
C -0.38 -6.00 -0.48
C -1.42 -7.15 -0.60
O 0.56 -6.20 -1.57
H -1.48 -4.46 -1.55
H -0.23 -3.82 -0.64
H -1.74 -4.37 0.15
H 0.06 -6.20 0.49
H -0.93 -8.11 -0.73
H -2.02 -7.08 -1.50
H -2.14 -7.16 0.22
H 0.49 -5.43 -2.13
C 3.82 -2.85 -3.04
C 2.67 -1.93 -2.71
C 3.14 -0.59 -2.20
O 1.94 -1.81 -3.86
H 4.34 -2.40 -3.89
H 3.48 -3.85 -3.30
H 4.53 -2.93 -2.22
H 2.14 -2.37 -1.87
H 3.58 -0.59 -1.21
H 2.24 0.03 -2.20
H 3.89 -0.13 -2.85
H 2.46 -1.35 -4.53
C -2.56 3.97 -5.60
C -2.74 2.56 -5.19
C -2.80 1.55 -6.38
O -1.73 2.17 -4.31
H -1.60 4.17 -6.06
H -2.56 4.63 -4.74
H -3.37 4.35 -6.23
H -3.72 2.46 -4.73
H -3.54 1.78 -7.15
H -3.01 0.55 -6.01
H -1.80 1.53 -6.81
H -0.90 2.22 -4.79
C -3.36 2.39 -0.19
C -4.28 2.70 0.91
C -4.68 4.18 0.95
O -5.53 2.04 0.86
H -3.26 1.32 -0.37
H -2.37 2.78 -0.01
H -3.75 2.79 -1.13
H -3.93 2.50 1.92
H -5.26 4.41 1.85
H -5.25 4.52 0.09
H -3.84 4.87 0.90
H -5.84 1.78 1.73
C 1.37 4.68 1.34
C 0.73 3.62 0.34
C 1.76 2.91 -0.56
O 0.10 2.70 1.16
H 0.58 5.18 1.91
H 1.76 5.43 0.65
H 2.11 4.27 2.02
H -0.05 4.11 -0.25
H 1.36 2.07 -1.13
H 2.58 2.59 0.07
H 2.28 3.63 -1.19
H -0.30 2.02 0.61
C 0.17 1.28 6.91
C -0.01 1.09 5.39
C -0.27 2.33 4.58
O 1.19 0.50 4.97
H -0.78 1.11 7.40
H 0.63 2.23 7.18
H 0.81 0.51 7.33
H -0.77 0.33 5.21
H 0.41 3.17 4.66
H -1.25 2.67 4.93
H -0.39 2.01 3.54
H 1.06 0.20 4.07
C 6.27 -0.01 4.06
C 7.33 0.91 3.50
C 8.78 0.50 3.75
O 7.17 1.10 2.10
H 6.64 -1.02 3.85
H 5.27 0.08 3.64
H 6.11 0.09 5.13
H 7.19 1.89 3.95
H 9.04 -0.56 3.75
H 9.08 0.88 4.72
H 9.46 0.91 3.01
H 6.81 1.98 1.97
C -4.28 -2.11 1.26
C -5.55 -2.79 0.85
C -6.79 -1.94 1.22
O -5.40 -2.85 -0.56
H -3.43 -2.80 1.30
H -4.42 -1.77 2.29
H -3.84 -1.28 0.70
H -5.71 -3.80 1.20
H -7.65 -2.59 1.02
H -6.93 -1.08 0.58
H -6.69 -1.59 2.25
H -5.38 -1.94 -0.87